*one*
Entry from the Open Molecules 2025 dataset: a 2-piece molecular cluster, C2H3Cl2NS overall (wB97M-V/def2-TZVPD).

The LUMO energy (spin up / spin down) is -0.0540 / -0.0540 Ha. The value obtained for the HOMO energy (spin up / spin down) is -8.987 / -8.986 eV. The HOMO-LUMO gap (spin up / spin down) comes out at 0.2763 / 0.2762 Eh.

```
! wB97M-V def2-TZVPD RIJCOSX def2/J DEFGRID3
* xyz 0 1
C -1.79258 -0.57979 0.90931
C 0.87541 -0.23510 0.30996
N 0.33518 -1.25253 0.87966
S -2.27500 0.53113 -0.05516
Cl 0.69908 1.21777 1.49608
Cl 2.62881 -0.46901 -0.10962
H -2.16570 -1.08219 1.77976
H 0.38113 -0.05289 -0.61438
H 0.71124 -1.52717 1.81047
*
```

***

*two*
Entry from the Open Molecules 2025 dataset: the molecule C2H3Cl2NS (wB97M-V/def2-TZVPD).

As for the structure (SMILES): C/N=C(\Cl)SCl. The LUMO energy is 0.0101 Ha. The value obtained for the HOMO energy is -9.200 eV. The HOMO-LUMO gap comes out at 0.3482 Eh.

```
! wB97M-V def2-TZVPD RIJCOSX def2/J DEFGRID3
* xyz 0 1
C 0.38118 1.02232 -0.24402
C -0.83918 -1.06893 -0.22815
N 0.23297 -0.18094 0.02409
S 1.79770 1.85732 0.53423
Cl -0.66850 2.10427 -1.16713
Cl 2.27294 0.42392 1.79176
H -0.39950 -1.99051 -0.62932
H -1.58039 -0.54157 -0.81357
H -1.19724 -1.62589 0.73211
*
```

***

Quick one: least stable of them? *one*

***

*one*
Entry from the Open Molecules 2025 dataset: the molecule C3H5P (wB97M-V/def2-TZVPD).

As for the structure (SMILES): C=CP=C. The LUMO energy is 0.0062 Ha. The value obtained for the HOMO energy is -9.100 eV. The HOMO-LUMO gap comes out at 0.3406 Eh.

```
! wB97M-V def2-TZVPD RIJCOSX def2/J DEFGRID3
* xyz 0 1
C -0.04512 1.04897 0.25699
C -1.15406 0.57678 -0.34596
C 1.14208 -1.23353 0.03828
P 1.55074 0.35875 -0.11526
H -0.03659 2.04673 0.76699
H -2.15356 0.92593 -0.24976
H -1.24205 -0.34864 -0.84337
H 0.08247 -1.35077 0.32587
H 1.85610 -2.02423 0.16622
*
```

***

*two*
Entry from the Open Molecules 2025 dataset: C3H5P as an isolated structure (wB97M-V/def2-TZVPD).

The LUMO energy (spin up / spin down) is -0.0320 / -0.0246 Ha. The value obtained for the HOMO energy (spin up / spin down) is -8.114 / -7.850 eV. The HOMO-LUMO gap (spin up / spin down) comes out at 0.2661 / 0.2639 Eh.

```
! wB97M-V def2-TZVPD RIJCOSX def2/J DEFGRID3
* xyz 0 1
C 0.09236 -0.69703 -0.29830
C -1.02624 -0.48043 0.63303
C 1.18838 0.32364 -0.48931
P -2.10615 -0.10067 -0.86519
H -1.32994 -1.40344 1.09569
H -0.93163 0.45022 1.29718
H 1.78292 0.13788 -1.42856
H 1.71382 0.43301 0.53313
H 0.61647 1.33682 -0.47767
*
```

***

Quick one: least stable of them? *two*

***

*one*
Entry from the Open Molecules 2025 dataset: the molecule C3H5FN2 (wB97M-V/def2-TZVPD).

As for the structure (SMILES): [H]/N=C(N)\C=C/F. The LUMO energy is 0.0292 Ha. The value obtained for the HOMO energy is -9.130 eV. The HOMO-LUMO gap comes out at 0.3647 Eh.

```
! wB97M-V def2-TZVPD RIJCOSX def2/J DEFGRID3
* xyz 0 1
C -0.08641 -0.06706 0.85585
C 0.49994 0.65333 -0.27615
C 0.34068 0.42384 -1.56399
H -1.28881 -1.70119 1.27742
H -0.73302 -1.59320 -0.39082
H 0.53561 1.24196 2.09489
H 1.12758 1.51015 -0.16420
H 0.69523 1.07455 -2.35103
N -0.86162 -1.17471 0.52237
N 0.01468 0.33308 2.10432
F -0.24385 -0.70074 -2.10866
*
```

***

*two*
Entry from the Open Molecules 2025 dataset: the molecule C3H5FN2 (wB97M-V/def2-TZVPD).

As for the structure (SMILES): F[C@H]1C=NNC1. The LUMO energy is 0.0354 Ha. The value obtained for the HOMO energy is -8.928 eV. The HOMO-LUMO gap comes out at 0.3635 Eh.

```
! wB97M-V def2-TZVPD RIJCOSX def2/J DEFGRID3
* xyz 0 1
C -0.54139 -0.52354 0.62071
C -0.88630 -0.07700 -0.79605
C 0.47657 0.54228 0.94222
H -1.41118 -0.64990 1.24300
H -1.84702 0.49611 -0.73163
H -0.91208 -0.90638 -1.47374
H 0.01668 1.48387 -1.89969
H 1.00568 0.88121 1.83882
N 0.21530 0.81663 -1.18474
N 0.86747 1.29179 -0.05288
F 0.14169 -1.74604 0.56503
*
```

***

*three*
Entry from the Open Molecules 2025 dataset: the molecule C3H5FN2 (wB97M-V/def2-TZVPD).

As for the structure (SMILES): C=C(F)/C=N\N. The LUMO energy is 0.0319 Ha. The value obtained for the HOMO energy is -8.684 eV. The HOMO-LUMO gap comes out at 0.3510 Eh.

```
! wB97M-V def2-TZVPD RIJCOSX def2/J DEFGRID3
* xyz 0 1
C -0.19392 -0.92189 -0.16539
C 0.88835 0.09002 -0.04763
C 0.79686 1.38386 -0.21121
H -3.00068 0.37059 0.25561
H -1.54196 1.08411 0.79764
H 0.09562 -1.96824 -0.44456
H 1.62818 2.11336 -0.18982
H -0.16047 1.87489 -0.42246
N -2.04456 0.42235 0.20249
N -1.48892 -0.72040 -0.15551
F 2.08511 -0.52226 0.24668
*
```

***

Quick one: least stable of them? *three*

***

*one*
Entry from the Open Molecules 2025 dataset: a 2-piece molecular cluster, C8H12N2O2S2 overall (wB97M-V/def2-TZVPD).

The LUMO energy (spin up / spin down) is -0.0249 / -0.0249 Ha. The value obtained for the HOMO energy (spin up / spin down) is -8.210 / -8.205 eV. The HOMO-LUMO gap (spin up / spin down) comes out at 0.2768 / 0.2766 Eh.

```
! wB97M-V def2-TZVPD RIJCOSX def2/J DEFGRID3
* xyz 0 1
C -1.42738 -2.72601 -0.81598
C -1.78000 -2.57116 0.46059
C -1.05178 -0.60273 -0.68712
C 0.83062 1.00342 -0.73268
C 2.95984 1.58642 2.00106
C -0.67327 1.66055 -2.66949
C 2.00920 0.59786 1.27852
C -0.34017 1.58856 -1.27935
N -1.00775 -1.61943 -1.47754
N -2.28811 -3.37937 1.48554
O 1.71473 0.58710 -1.37852
O 0.89530 1.15543 0.61895
S -1.45060 -0.92633 0.95081
S -1.33499 2.50278 -0.25182
H -1.64488 -3.56470 -1.37143
H 3.66240 1.14840 2.73167
H 3.44558 2.13995 1.25172
H 2.33268 2.22061 2.59618
H -0.01694 2.28229 -3.32615
H -0.58218 0.55268 -3.10656
H -1.66194 1.96340 -2.66605
H 1.72648 -0.19765 1.92101
H 2.64124 0.07808 0.42738
H -3.20832 -2.94246 1.78215
H -2.41875 -4.31996 1.30223
H -1.33099 1.78226 0.95488
*
```

***

*two*
Entry from the Open Molecules 2025 dataset: a 2-piece molecular cluster, C8H12N2O2S2 overall (wB97M-V/def2-TZVPD).

As for the structure (SMILES): C=NS(=O)(=O)c1ccc(C)cc1.NS. The LUMO energy is 0.0008 Ha. The value obtained for the HOMO energy is -9.212 eV. The HOMO-LUMO gap comes out at 0.3393 Eh.

```
! wB97M-V def2-TZVPD RIJCOSX def2/J DEFGRID3
* xyz 0 1
C -0.37994 0.23099 -1.86767
C 1.73323 0.80670 -1.16217
C -0.98772 0.84472 -0.84287
C 1.22477 1.47426 -0.04686
C 0.99769 0.15371 -2.01350
C -0.10882 1.37815 0.14374
C 1.54078 -0.67222 -3.12739
C -1.39071 0.06587 3.29479
N -0.95924 -2.31632 1.01211
N -1.57861 0.40495 2.09625
O -0.24470 2.49473 2.60573
O -2.17678 2.68329 1.14150
S 0.61180 -2.88627 0.56154
S -1.04525 1.91175 1.56280
H -0.96060 -0.28317 -2.66179
H 2.78896 0.81313 -1.45472
H -1.98866 0.81046 -0.67298
H 1.91507 2.00387 0.70385
H 1.73451 -1.57523 -2.54647
H 0.71643 -0.97952 -3.75489
H 2.32358 -0.35963 -3.70938
H -0.75540 0.68640 3.90839
H -1.55585 -0.94326 3.57248
H 1.37744 -2.50702 1.71822
H -1.01812 -1.38993 0.61127
H -1.81385 -2.85042 0.92804
*
```

***

Quick one: least stable of them? *one*